1.
# C45H42GeN7O6S2W

A structure of composition C45H42GeN7O6S2W in a non-equilibrium geometry (the ωB97M-V functional and the def2-TZVPD basis, the OMol25 dataset).

HOMO energy = -10.29 eV
total charge = +1
Kohn-Sham gap = 5.79 eV
energy above the lowest of the compared OMol25 structures with the same formula, charge and spin = 1.624 eV

```
104
C45H42GeN7O6S2W, DFT the ωB97M-V functional and the def2-TZVPD basis
W -0.3027 -0.6179 -0.0273
C 3.0915 0.5976 3.9260
S 3.5569 1.2314 2.3072
C 2.3659 0.4565 1.2692
S 0.9436 -0.3617 1.8464
N 2.5628 0.4675 -0.0030
N 1.5850 -0.1778 -0.7079
C 1.6944 0.0624 -2.1331
C 1.2804 -1.1154 -2.9738
C 2.2147 -1.9931 -3.4919
C 1.7605 -3.0680 -4.2424
C 0.3977 -3.2170 -4.4413
C -0.4611 -2.2877 -3.8786
N -0.0375 -1.2482 -3.1606
H 3.8833 0.9292 4.5953
H 3.0623 -0.4897 3.9455
H 2.1466 1.0052 4.2778
H 2.7292 0.3782 -2.3051
H 3.2685 -1.8396 -3.3087
H 2.4589 -3.7762 -4.6663
H -0.0007 -4.0367 -5.0214
H -1.5333 -2.3828 -4.0066
C 6.7436 4.7950 4.3522
O 6.3536 4.2598 3.0971
C 5.3624 4.8840 2.4260
C 5.0025 4.2957 1.2081
C 3.9866 4.8187 0.4456
C 3.3226 5.9787 0.8772
C 3.7253 6.5867 2.0625
C 4.7243 6.0447 2.8555
N 2.3143 6.7397 0.2118
N 1.5710 6.3402 -0.6898
C 1.5302 4.9407 -1.0511
C 1.9807 4.5541 -2.2785
C 1.7588 3.2357 -2.6931
C 1.0719 2.3403 -1.9172
O 0.7964 1.1193 -2.4874
C 0.5716 2.7070 -0.6283
N -0.1499 1.8446 0.1918
C -0.6470 2.3362 1.3081
C -0.4929 3.6523 1.7550
C 0.2510 4.5033 1.0002
C 0.8023 4.0471 -0.2206
H 7.4863 4.1108 4.7519
H 5.8943 4.8546 5.0368
H 7.1908 5.7848 4.2349
H 5.5485 3.4201 0.8822
H 3.7585 4.3403 -0.4918
H 3.2374 7.5075 2.3504
H 5.0097 6.5446 3.7685
H 2.4895 5.2570 -2.9230
H 2.0908 2.9079 -3.6693
H -1.1996 1.6419 1.9182
H -0.9479 3.9387 2.6926
H 0.4080 5.5282 1.3033
O -1.1859 -1.5548 1.4530
N -1.0546 -2.9089 -0.4948
O 0.1841 -2.5507 -0.5473
O -1.7237 -2.0234 -1.0189
C -3.8964 0.2550 -1.8823
C -2.7311 1.0974 -1.4257
O -1.4646 0.3853 -1.5007
H -4.8134 0.8343 -1.7756
H -3.9989 -0.6520 -1.2902
H -3.7973 -0.0247 -2.9319
H -2.8286 1.4053 -0.3884
H -2.6167 1.9933 -2.0394
H -1.2445 -0.0019 -2.3836
C -2.0393 -0.4576 1.2662
Ge -2.9069 -0.0170 3.0158
C -4.6595 0.5012 2.3289
C -4.7935 1.7509 1.7217
C -5.9920 2.1437 1.1467
C -7.0824 1.2822 1.1734
C -6.9661 0.0408 1.7777
C -5.7619 -0.3459 2.3526
C -2.9368 -1.6780 4.0061
C -3.2663 -2.8846 3.3898
C -3.3468 -4.0563 4.1232
C -3.0929 -4.0368 5.4881
C -2.7584 -2.8464 6.1124
C -2.6823 -1.6728 5.3747
C -2.2425 1.4205 4.1565
C -3.1865 2.1817 4.8453
C -2.7961 3.1373 5.7730
C -1.4504 3.3485 6.0300
C -0.4973 2.5944 5.3597
C -0.8955 1.6379 4.4385
H -2.9082 -0.7922 0.6660
H -3.9559 2.4440 1.7087
H -6.0840 3.1202 0.6893
H -8.0227 1.5854 0.7326
H -7.8176 -0.6267 1.8064
H -5.6916 -1.3172 2.8293
H -3.4514 -2.9207 2.3211
H -3.6041 -4.9853 3.6321
H -3.1553 -4.9515 6.0626
H -2.5554 -2.8282 7.1747
H -2.4206 -0.7505 5.8806
H -4.2444 2.0398 4.6571
H -3.5463 3.7153 6.2958
H -1.1452 4.0927 6.7533
H 0.5561 2.7466 5.5577
H -0.1353 1.0478 3.9391
```

2.
# C45H43BaBrN8O9S4

A structure of composition C45H43BaBrN8O9S4 in a non-equilibrium geometry (the ωB97M-V functional and the def2-TZVPD basis, the OMol25 dataset).

HOMO energy = -1.46 eV
total charge = -2
Kohn-Sham gap = 4.98 eV

```
111
C45H43BaBrN8O9S4, DFT the ωB97M-V functional and the def2-TZVPD basis
Ba -0.0167 -1.0180 0.4714
N -3.8245 2.5740 0.8643
C -2.7732 1.6300 0.9059
S -3.2469 -0.0550 0.7672
N -1.6242 2.1900 1.1118
N -0.4419 1.4189 1.0364
C 0.4787 1.8135 1.8217
C 1.9017 1.4365 1.6877
C 3.0294 1.9325 2.6030
C 4.2840 1.0901 2.5072
C 4.2261 -0.3250 2.0978
C 3.2490 -0.6501 1.2646
N 2.3355 0.3394 0.7944
H -4.6199 2.2171 0.3626
H -3.5036 3.4759 0.5454
H 0.2483 2.5645 2.5834
H 2.8553 2.5704 3.4661
H 5.0552 1.3771 3.2114
H 4.9641 -1.0421 2.4375
H 3.1111 -1.6422 0.8485
C 2.7112 -0.0124 -2.3671
O 1.3061 0.2047 -2.1878
C 0.6040 0.7427 -3.1781
C 1.1177 1.2181 -4.3652
C 0.2361 1.6880 -5.3502
Br 0.9584 2.3539 -6.9884
C -1.1172 1.6723 -5.1737
C -1.6391 1.2059 -3.9513
C -0.7995 0.7887 -2.9436
O -1.1892 0.3889 -1.7445
C -3.0763 1.1045 -3.6992
N -3.5496 0.6937 -2.5661
C -4.9307 0.6862 -2.7097
C -5.9119 0.3296 -1.7907
C -7.2334 0.4076 -2.2023
C -7.5710 0.8341 -3.5000
C -6.5996 1.1969 -4.4189
C -5.2765 1.1143 -3.9939
N -4.0634 1.3803 -4.6134
H 2.8938 -0.4716 -3.3408
H 3.0078 -0.7101 -1.5933
H 3.2385 0.9330 -2.2490
H 2.1831 1.2303 -4.5327
H -1.7662 2.0266 -5.9637
H -2.1645 0.3784 -1.6432
H -5.6131 0.0115 -0.7940
H -8.0245 0.1377 -1.5119
H -8.6136 0.8798 -3.7887
H -6.8643 1.5284 -5.4169
H -3.9259 1.6874 -5.5567
N 1.5362 -3.2167 2.2214
C 2.3485 -4.2623 1.5900
C 1.7924 -4.5837 0.1972
C 2.0802 -3.4605 -0.7929
O 2.9975 -3.6298 -1.6105
O 1.3468 -2.4145 -0.6642
H 1.8616 -2.9206 3.1315
H 0.5833 -3.5471 2.3223
H 2.4032 -5.1818 2.1783
H 3.3738 -3.8951 1.4855
H 0.7049 -4.7224 0.2926
H 2.2423 -5.4985 -0.1855
C 5.9521 6.7877 -1.9140
C 7.1606 7.3974 -1.2461
O 7.7631 8.3338 -1.7063
S 7.7420 6.7238 0.3057
C 6.6232 5.3989 0.6368
C 6.9280 4.1031 0.2213
C 6.0499 3.0641 0.4972
C 4.8605 3.2815 1.1956
C 4.5693 4.5804 1.6004
C 5.4426 5.6316 1.3357
C 3.9456 2.1575 1.4653
C 2.7876 1.7462 0.4127
H 6.0106 5.7001 -1.9421
H 5.8730 7.1977 -2.9192
H 5.0560 7.0376 -1.3431
H 7.8460 3.9204 -0.3276
H 6.2753 2.0543 0.1678
H 3.6388 4.7595 2.1296
H 5.2079 6.6379 1.6648
O -1.9815 -3.9733 2.1093
C -1.7626 -2.9869 2.8164
N -1.1199 -1.8537 2.4238
S -0.8426 -0.8532 3.6707
O -1.5170 0.4084 3.6130
O 0.5827 -0.8197 3.9344
C -1.6869 -1.8275 4.8937
C -1.9369 -1.5570 6.2267
C -2.6859 -2.4860 6.9382
C -3.1691 -3.6433 6.3212
C -2.9112 -3.8879 4.9743
C -2.1688 -2.9550 4.2754
H -1.5682 -0.6518 6.6963
H -2.9027 -2.3060 7.9855
H -3.7541 -4.3500 6.8983
H -3.2761 -4.7719 4.4650
O -1.4249 -2.2333 -0.9852
S -2.4610 -2.8336 -1.9015
C -3.9620 -3.0467 -0.9016
C -4.2883 -4.5393 -0.8643
C -2.9333 -5.2391 -0.7950
C -2.1342 -4.6160 -1.9318
H -4.7432 -2.4087 -1.3136
H -3.6620 -2.6594 0.0764
H -4.8187 -4.8336 -1.7776
H -4.9286 -4.7812 -0.0133
H -3.0066 -6.3253 -0.8875
H -2.4538 -4.9983 0.1565
H -2.4517 -4.9766 -2.9150
H -1.0486 -4.7019 -1.8417
```

3.
# C45H43ClFeN4O3PS

A structure of composition C45H43ClFeN4O3PS (the ωB97M-V functional and the def2-TZVPD basis, the OMol25 dataset).

2S+1 = 5
HOMO energy (alpha / beta) = -3.00 / -3.03 eV
total charge = -1
Kohn-Sham gap (alpha / beta) = 5.21 / 5.09 eV

```
99
C45H43ClFeN4O3PS, DFT the ωB97M-V functional and the def2-TZVPD basis
Fe 0.3690 -1.2065 1.0329
N 3.0035 -0.3131 4.2288
C 2.4806 -0.9928 3.1469
S 1.0347 -1.9306 3.3990
N 3.1529 -0.9166 2.0288
N 2.4420 -1.5800 1.0290
C 2.9088 -2.6212 0.4607
C 4.2271 -3.2454 0.7385
C 4.3006 -4.6097 0.9964
C 5.5206 -5.2072 1.2776
C 6.6772 -4.4422 1.2903
C 6.6086 -3.0800 1.0298
C 5.3889 -2.4803 0.7614
C 1.9623 -3.2460 -0.5168
C 2.3706 -4.1337 -1.4931
C 1.4264 -4.6270 -2.3882
C 0.1184 -4.1983 -2.2746
C -0.2068 -3.2846 -1.2831
N 0.6915 -2.8201 -0.4194
H 2.2970 -0.0494 4.8992
H 3.6314 0.4315 3.9656
H 3.3953 -5.2040 0.9967
H 5.5645 -6.2669 1.4911
H 7.6308 -4.9051 1.5091
H 7.5069 -2.4775 1.0461
H 5.3241 -1.4168 0.5829
H 3.4082 -4.4298 -1.5531
H 1.7177 -5.3248 -3.1620
H -0.6506 -4.5394 -2.9539
H -1.2121 -2.9004 -1.1750
C -2.3361 4.4689 0.8183
C -2.3836 4.6167 -0.6812
C -3.1737 5.6517 -1.1955
C -3.2734 5.8845 -2.5520
C -2.5681 5.0775 -3.4400
C -1.7875 4.0531 -2.9446
C -1.6859 3.7980 -1.5730
P -0.6086 2.4288 -0.9583
C 0.9851 3.0650 -1.6217
C 1.3940 2.8342 -2.9314
C 2.5857 3.3509 -3.4139
C 3.3909 4.1065 -2.5735
C 2.9962 4.3311 -1.2642
C 1.8005 3.8157 -0.7685
C 1.4196 4.0806 0.6651
C -1.0093 1.0591 -2.0914
C -2.2493 1.0092 -2.7148
C -2.6261 -0.0206 -3.5751
C -1.6710 -0.9963 -3.8676
C -0.4426 -0.9901 -3.2442
C -0.0883 -0.0356 -2.2338
C 1.0766 -0.2226 -1.4919
H -3.3181 4.1936 1.2069
H -2.0555 5.4176 1.2811
H -1.6264 3.7109 1.1409
H -3.7149 6.2834 -0.5004
H -3.8915 6.6943 -2.9195
H -2.6305 5.2471 -4.5074
H -1.2474 3.4136 -3.6337
H 0.7747 2.2155 -3.5705
H 2.8898 3.1518 -4.4339
H 4.3282 4.5139 -2.9327
H 3.6307 4.9084 -0.6015
H 2.2472 4.5555 1.1924
H 1.1516 3.1610 1.1901
H 0.5554 4.7455 0.7334
H -2.9471 1.8244 -2.5536
H -3.5980 -0.0179 -4.0499
H -1.8874 -1.7644 -4.6040
H 0.2942 -1.7409 -3.5020
H 1.4482 0.5284 -0.8041
H 1.7822 -0.9689 -1.8288
C -2.0949 -4.6661 2.6680
C -2.2930 -3.4609 3.5786
C -2.2972 -2.3137 2.5822
O -1.4486 -2.7314 1.4888
C -1.1005 -4.1198 1.6590
H -3.0325 -4.9346 2.1752
H -1.7102 -5.5436 3.1871
H -1.4429 -3.3604 4.2551
H -3.2079 -3.4981 4.1688
H -1.8901 -1.3950 2.9988
H -3.2944 -2.1140 2.1787
H -0.0766 -4.1759 2.0396
H -1.1524 -4.6102 0.6887
Cl -7.0424 1.6168 0.9012
C -5.3572 1.4304 1.3332
C -4.4737 0.9095 0.4030
C -3.1409 0.7627 0.7580
C -2.6958 1.1477 2.0184
C -3.6020 1.6748 2.9296
C -4.9408 1.8124 2.5977
C -1.2309 1.0320 2.4010
O -0.8221 1.5851 3.4075
O -0.5352 0.3358 1.5765
H -4.8210 0.6288 -0.5816
H -2.4304 0.3658 0.0453
H -3.2326 1.9814 3.8992
H -5.6548 2.2192 3.3007
```

4.
# C45H44HfN9O5SSi

A structure of composition C45H44HfN9O5SSi in a non-equilibrium geometry (the ωB97M-V functional and the def2-TZVPD basis, the OMol25 dataset).

HOMO energy = -10.05 eV
total charge = +1
Kohn-Sham gap = 7.02 eV

```
106
C45H44HfN9O5SSi, DFT the ωB97M-V functional and the def2-TZVPD basis
Hf 0.4401 0.2605 -0.1623
O -0.6540 -3.5221 -2.2805
C 0.5518 -3.9805 -2.6410
C 0.6095 -5.2139 -3.2962
C 1.7852 -5.9121 -3.5689
C 2.9916 -5.2568 -3.2394
C 2.9198 -3.9755 -2.7105
C 1.7470 -3.2848 -2.3605
C 1.7230 -1.9321 -1.8100
O 0.5263 -1.3868 -1.5047
N 2.8266 -1.2623 -1.7228
N 2.5440 0.0237 -1.2899
C 3.2582 0.9198 -1.8447
C 2.8205 2.2932 -1.8853
C 3.7337 3.2835 -2.3020
C 3.3634 4.5495 -2.6601
C 2.0007 4.8738 -2.6394
C 1.0598 3.9431 -2.2526
C 1.4399 2.6740 -1.8145
O 0.4935 1.8328 -1.4291
H -0.6188 -2.6055 -1.9839
H -0.3518 -5.7034 -3.5238
H 1.7435 -6.8542 -4.1110
H 3.9892 -5.6514 -3.4231
H 3.8551 -3.4437 -2.4790
H 4.0849 0.6168 -2.4876
H 4.7684 3.0209 -2.3161
H 4.1524 5.2361 -2.8943
H 1.6867 5.8308 -2.9970
H -0.0047 4.2092 -2.3110
C -0.6480 -2.5029 3.5436
Si -1.2447 -0.8599 2.8360
C -0.4961 0.6271 3.7379
C -3.0773 -0.7657 3.2673
N -1.0407 -0.7841 1.0589
C -2.1325 -1.3479 0.3283
C -2.8931 -2.5032 0.6659
C -3.9431 -2.9797 -0.1122
C -4.2618 -2.3439 -1.3187
C -3.4998 -1.2216 -1.7051
C -2.4376 -0.7886 -0.8988
O -1.5966 0.3133 -1.3051
C -1.7218 0.7413 -2.6517
C -2.2671 1.9897 -2.8973
C -2.3232 2.4434 -4.2123
C -1.9542 1.6373 -5.2715
C -1.3686 0.3737 -5.0048
C -1.2686 -0.0585 -3.6902
H 0.4534 -2.6460 3.5568
H -1.1094 -3.3470 3.0140
H -0.9489 -2.4467 4.6049
H -0.2971 0.3704 4.8267
H -1.1369 1.4882 3.7206
H 0.4805 0.9012 3.3429
H -3.5718 -1.7346 3.1500
H -3.6285 -0.1068 2.5642
H -3.3542 -0.3816 4.2532
H -2.5958 -3.0050 1.5831
H -4.4804 -3.8381 0.2378
H -5.1410 -2.6299 -1.8974
H -3.7362 -0.7299 -2.6214
H -2.4846 2.6295 -2.0506
H -2.7378 3.4214 -4.4564
H -2.1658 1.9663 -6.2778
H -1.0556 -0.2708 -5.8170
H -0.8081 -1.0027 -3.4523
N -1.1588 4.1465 1.8654
C -2.4103 3.9586 2.4486
C -2.7826 4.6265 3.6264
C -4.0084 4.3368 4.2150
C -4.8570 3.3837 3.6626
C -4.4794 2.6913 2.5171
C -3.2462 2.9748 1.9430
S -2.6815 2.1058 0.5055
N -0.9923 2.0350 0.8549
C -0.4389 3.0371 1.4466
C 1.0220 3.0595 1.6516
C 1.6384 4.0166 2.3917
C 3.0424 3.9401 2.6190
C 3.7130 2.9004 2.0487
C 2.9845 1.9466 1.3114
N 1.6739 1.9879 1.1295
H -0.6624 4.9297 2.2760
H -2.1422 5.3954 4.0965
H -4.3048 4.9078 5.0992
H -5.7642 3.1586 4.1968
H -5.0815 1.8793 2.0491
H 1.1500 4.8792 2.8637
H 3.5802 4.6958 3.2334
H 4.8023 2.7757 2.1339
H 3.5322 1.1309 0.8535
C 2.5675 -4.9781 0.9379
N 2.5860 -3.5435 0.8734
C 3.6921 -2.7267 1.3745
C 2.9813 -1.4031 1.6628
O 3.5068 -0.4952 2.2607
N 1.7089 -1.4447 1.1600
C 1.4830 -2.7516 0.8657
N 0.2810 -3.2577 0.6000
H 3.6110 -5.3797 0.7608
H 1.8907 -5.4409 0.2018
H 2.1764 -5.2759 1.9412
H 4.4807 -2.5420 0.6610
H 4.1311 -3.1720 2.2856
H -0.4756 -2.6032 0.6781
H 0.2584 -4.0758 -0.0125
```

| no. | electronic energy (eV) |
| --- | --- |
| 1 | -150062.8197 |
| 2 | -191788.3118 |
| 3 | -126502.6795 |
| 4 | -91049.9402 |